Density functional theory data (ωB97M-V/def2-TZVPD) for a molecular structure, Cl9Tl.

Values from the calculation:
- LUMO (eV) = 10.78
- total charge = -6
- multiplicity = 1
- highest occupied orbital energy (eV) = 8.13

Geometry (Å):
Tl -0.0790 -0.3681 -0.1382
Cl 3.1755 1.3196 0.5230
Cl -0.8022 -3.8064 0.9423
Cl -1.6984 1.7489 -2.5432
Cl -3.9411 0.6931 0.3998
Cl 0.6976 -2.3768 -2.9468
Cl 2.2273 2.0749 -2.8389
Cl 2.5473 -1.9164 2.3702
Cl -0.5362 2.9510 1.2029
Cl -1.5907 -0.3198 3.0289

Atoms 1-3, force components in eV/Å:
0.0 0.0 0.1
0.3 0.1 0.0
-0.3 -0.7 0.1

Here are the Löwdin charges for atoms 1 to 4, given in e: atom 1 (Tl): 0.262, atom 2 (Cl): -0.550, atom 3 (Cl): -0.863, atom 4 (Cl): -0.633

---

Density functional theory data (ωB97M-V/def2-TZVPD) for a molecular structure, ClCuFZn.

Values from the calculation:
- LUMO (alpha / beta) (eV) = -13.10 / -13.58
- energy relative to the best compared isomer or geometry (same formula, charge and spin) (kcal/mol) = 89.8
- total charge = +2
- expectation value of S² = 0.75
- multiplicity = 2
- highest occupied orbital energy (alpha / beta) (eV) = -22.39 / -22.39

Geometry (Å):
Cu 0.2479 1.3876 0.3288
Zn 0.8889 -2.0883 0.1046
F -1.2063 1.2387 -0.3795
Cl 0.0695 -0.5380 -0.0539

Atoms 1-3, force components in eV/Å:
3.4 4.9 2.4
5.9 -11.1 1.1
-4.2 1.4 -1.8

Charges per atom according to Löwdin partitioning, unit e: atom 1 (Cu): 0.821, atom 2 (Zn): 1.028, atom 3 (F): -0.395, atom 4 (Cl): 0.547

---

Density functional theory data (ωB97M-V/def2-TZVPD) for 2 unconnected molecules or ions with the total composition ClFH2.

Values from the calculation:
- LUMO (eV) = 0.76
- energy relative to the best compared isomer or geometry (same formula, charge and spin) (kcal/mol) = 2.4
- total charge = 0
- multiplicity = 1
- highest occupied orbital energy (eV) = -12.06
- SMILES = Cl.F

Geometry (Å):
Cl -2.2890 -0.2840 -0.1375
H -2.0735 0.9728 -0.0257
F 2.5505 -0.1999 -0.1716
H 1.8119 -0.4889 0.3348

Atoms 1-3, force components in eV/Å:
0.0 0.0 0.0
0.0 0.0 0.0
-0.8 -0.3 0.5

Charges per atom according to Löwdin partitioning, unit e: atom 1 (Cl): 0.254, atom 2 (H): -0.252, atom 3 (F): -0.094, atom 4 (H): 0.091

---

Density functional theory data (ωB97M-V/def2-TZVPD) for a molecular structure, ClFN2O3.

Values from the calculation:
- LUMO (alpha / beta) (eV) = -1.44 / -1.74
- energy relative to the best compared isomer or geometry (same formula, charge and spin) (kcal/mol) = 38.1
- total charge = 0
- multiplicity = 1
- highest occupied orbital energy (alpha / beta) (eV) = -10.46 / -10.09

Geometry (Å):
N 2.3875 0.8165 -0.8340
N -1.6637 -0.1399 -0.2213
O -2.2701 -0.8755 0.4197
O -1.3181 0.0887 -1.2862
O 2.6353 0.0241 -0.0864
F -1.0141 0.9378 0.7751
Cl 1.4473 -1.5195 0.4693

Atoms 1-3, force components in eV/Å:
-0.3 -0.7 0.4
1.3 1.6 2.7
-0.7 -0.8 -0.1

Here are the Löwdin charges for atoms 1 to 4, given in e: atom 1 (N): 0.203, atom 2 (N): -0.351, atom 3 (O): 0.215, atom 4 (O): 0.204

---

Density functional theory data (ωB97M-V/def2-TZVPD) for a molecular structure, ClFPt3.

Values from the calculation:
- LUMO (alpha / beta) (eV) = -20.28 / -21.79
- energy relative to the best compared isomer or geometry (same formula, charge and spin) (kcal/mol) = 0.0
- total charge = +4
- expectation value of S² = 12.01
- multiplicity = 7
- highest occupied orbital energy (alpha / beta) (eV) = -29.26 / -29.04

Geometry (Å):
Pt 15.5133 14.1211 4.1218
Pt 21.0110 14.8916 3.5874
Pt 16.9094 17.4016 2.3922
F 15.5672 16.1837 3.8185
Cl 18.4647 15.2406 3.1487

Atoms 1-3, force components in eV/Å:
-0.7 1.1 0.2
-0.8 0.1 -0.2
-0.2 -0.8 0.9

Here are the Löwdin charges for atoms 1 to 4, given in e: atom 1 (Pt): 1.606, atom 2 (Pt): 1.486, atom 3 (Pt): 1.495, atom 4 (F): -0.548

---

Density functional theory data (ωB97M-V/def2-TZVPD) for a molecular structure, ClH10NiO5.

Values from the calculation:
- LUMO (alpha / beta) (eV) = -6.16 / -11.42
- energy relative to the best compared isomer or geometry (same formula, charge and spin) (kcal/mol) = 206.3
- total charge = +1
- expectation value of S² = 2.01
- multiplicity = 3
- highest occupied orbital energy (alpha / beta) (eV) = -14.54 / -14.47

Geometry (Å):
Ni 0.8875 -1.3198 2.8158
Cl 0.1053 -0.3767 0.5303
O -1.6321 1.9802 2.4673
H -1.2061 1.4123 1.8252
H -2.1382 1.3827 3.0178
O -1.8988 -2.8005 0.0927
H -1.9514 -3.3108 0.9008
H -1.3129 -2.0741 0.3053
O 1.7851 2.1486 -0.4120
H 1.1704 1.4432 -0.2098
H 2.0217 2.0054 -1.3284
O -1.6530 0.1908 -2.0038
H -1.4909 1.1303 -1.9184
H -1.1295 -0.2072 -1.3083
O 3.0417 -0.3485 -1.8487
H 2.8528 -1.2859 -1.8048
H 2.5482 0.0300 -1.1210

Atoms 1-3, force components in eV/Å:
-0.3 0.6 -1.1
0.3 -0.7 1.2
0.1 0.1 0.1

Here are the Löwdin charges for atoms 1 to 4, given in e: atom 1 (Ni): 0.646, atom 2 (Cl): 0.134, atom 3 (O): -0.057, atom 4 (H): -0.070

---

Density functional theory data (ωB97M-V/def2-TZVPD) for a molecular structure, ClH10O6V.

Values from the calculation:
- LUMO (alpha / beta) (eV) = -7.45 / -7.27
- energy relative to the best compared isomer or geometry (same formula, charge and spin) (kcal/mol) = 142.4
- total charge = +1
- expectation value of S² = 0.79
- multiplicity = 2
- highest occupied orbital energy (alpha / beta) (eV) = -12.77 / -12.69

Geometry (Å):
O 4.5811 15.0052 -18.4366
V 5.7870 15.9886 -18.3747
Cl 8.6366 14.0064 -17.8097
O 1.2281 16.8940 -19.6558
H 0.9284 16.7750 -18.7546
H 0.7352 16.2468 -20.1601
O 7.8834 18.6154 -17.7872
H 8.2663 19.0587 -18.5443
H 8.0037 19.2298 -17.0632
O 6.2737 16.4969 -21.3809
H 6.8183 17.1640 -21.7986
H 5.5737 16.3289 -22.0118
O 5.7897 16.4062 -15.4152
H 6.2758 17.0622 -14.9156
H 5.0699 16.1501 -14.8385
O 4.2617 18.6423 -18.9014
H 4.4482 19.5810 -18.9158
H 3.3533 18.5736 -19.1952

Atoms 1-3, force components in eV/Å:
2.4 2.0 0.1
-0.5 -1.9 0.4
-1.8 1.3 -0.4

Here are the Löwdin charges for atoms 1 to 4, given in e: atom 1 (O): -0.198, atom 2 (V): 1.237, atom 3 (Cl): -0.305, atom 4 (O): -0.050

---

Density functional theory data (ωB97M-V/def2-TZVPD) for a molecular structure, ClH14O8V.

Values from the calculation:
- LUMO (alpha / beta) (eV) = -4.05 / -3.83
- energy relative to the best compared isomer or geometry (same formula, charge and spin) (kcal/mol) = 4.8
- total charge = +1
- expectation value of S² = 0.77
- multiplicity = 2
- highest occupied orbital energy (alpha / beta) (eV) = -12.97 / -13.06

Geometry (Å):
O 0.3462 0.1844 0.4480
V -0.7474 -0.8675 0.1719
Cl -0.2556 -3.0033 1.4372
O 2.3650 0.8167 -1.6297
H 2.5885 0.1700 -2.3058
H 2.9645 1.5512 -1.8096
O -2.2547 -0.1924 1.5152
H -3.0771 -0.5728 1.8484
H -2.3250 0.7593 1.6722
O 1.3479 3.0460 1.0949
H 1.3427 2.4099 0.3722
H 1.4595 2.4963 1.8880
O -2.2019 -2.0094 -0.9939
H -2.0379 -2.7738 -1.5602
H -3.1262 -1.7753 -1.1515
O -1.5394 0.7019 -1.1945
H -1.4730 1.6570 -1.0650
H -1.8187 0.5829 -2.1100
O 1.7983 0.9790 2.7978
H 1.9086 0.1667 3.3041
H 2.6817 1.1731 2.4600
O 0.4914 -1.5843 -1.5012
H 0.2074 -2.4611 -1.7880
H 1.3551 -1.4546 -1.9007

Atoms 1-3, force components in eV/Å:
-0.6 -0.6 0.5
1.8 -0.5 0.7
-0.5 1.9 -1.2

Here are the Löwdin charges for atoms 1 to 4, given in e: atom 1 (O): -0.253, atom 2 (V): 0.740, atom 3 (Cl): -0.090, atom 4 (O): -0.046

---

Density functional theory data (ωB97M-V/def2-TZVPD) for 9 unconnected molecules or ions with the total composition ClH16O12.

Values from the calculation:
- LUMO (eV) = 2.97
- energy relative to the best compared isomer or geometry (same formula, charge and spin) (kcal/mol) = 34.7
- total charge = -1
- multiplicity = 1
- highest occupied orbital energy (eV) = -7.40

Geometry (Å):
Cl 0.4115 -1.1319 -0.4895
O 1.7315 -1.2779 -1.1955
O 0.3725 0.2181 0.1855
O -0.6845 -1.3249 -1.5095
O 0.3095 -2.1619 0.5685
O -1.9935 0.0831 -3.4175
H -2.5865 0.7431 -3.0555
H -1.5555 -0.4369 -2.6925
O 1.6075 2.0051 1.9445
H 1.5095 1.5221 1.1535
H 2.5005 2.3261 1.9745
O -0.9455 2.2631 -0.8525
H -1.7335 2.1821 -1.4525
H -0.8645 1.5921 -0.1955
O 0.1035 -0.8259 2.9415
H -0.4895 -0.2679 2.3925
H 0.4585 -1.2979 2.2165
O 1.3935 0.9081 -2.8205
H 1.4915 0.0691 -2.4635
H 1.5155 1.5321 -2.1065
O -2.1905 -2.2729 1.2235
H -2.6795 -2.2229 0.4045
H -1.3275 -2.4549 0.9325
O 3.7425 0.2551 0.0395
H 3.1825 -0.4309 -0.2985
H 3.7615 0.0581 0.9505
O -2.1925 0.4301 1.6895
H -2.4695 0.3181 2.6055
H -2.3795 -0.3979 1.3275

Atoms 1-3, force components in eV/Å:
0.7 1.1 -0.7
-2.3 -0.2 1.3
-0.1 -3.2 -1.7

Here are the Löwdin charges for atoms 1 to 4, given in e: atom 1 (Cl): 0.888, atom 2 (O): -0.351, atom 3 (O): -0.353, atom 4 (O): -0.331

---

Density functional theory data (ωB97M-V/def2-TZVPD) for 11 unconnected molecules or ions with the total composition ClH20O14.

Values from the calculation:
- LUMO (eV) = 2.83
- energy relative to the best compared isomer or geometry (same formula, charge and spin) (kcal/mol) = 25.1
- total charge = -1
- multiplicity = 1
- highest occupied orbital energy (eV) = -6.88

Geometry (Å):
Cl 0.5752 0.9517 0.2967
O -0.1650 2.2282 0.2933
O 1.8463 1.1173 1.0258
O -0.2033 -0.1050 0.9742
O 0.8726 0.5732 -1.1218
O 3.1655 -1.1849 -0.4462
H 2.5536 -0.4070 -0.5645
H 3.4168 -1.3563 -1.3730
O -1.0278 -3.0441 1.2872
H -1.2935 -2.5245 2.0150
H -0.4007 -2.4219 0.8935
O 1.4246 -1.1058 3.0000
H 1.2745 -0.6794 2.1893
H 2.2050 -0.7757 3.4395
O 1.8539 -0.2973 -3.7590
H 1.5329 0.4232 -3.2387
H 2.2234 0.1289 -4.4749
O -1.9607 -0.8514 -1.3441
H -1.9059 0.0860 -1.1230
H -1.0658 -1.2274 -1.1320
O -2.3773 1.4551 2.3641
H -3.0015 1.3371 3.0557
H -2.6327 0.7673 1.7490
O -0.3244 0.7811 4.2728
H -0.9244 1.2470 3.7189
H 0.4581 0.7061 3.7664
O -0.5793 1.8875 -3.8093
H -0.4035 2.2889 -2.9668
H -0.6021 0.9166 -3.6730
O 0.4948 -2.2051 -0.9867
H 1.3720 -1.9267 -0.8143
H 0.5136 -3.0608 -0.5683
O -2.2528 1.8653 -1.3119
H -3.0541 2.2101 -0.8876
H -1.6079 2.2028 -0.7464

Atoms 1-3, force components in eV/Å:
0.3 0.3 -0.1
1.0 -1.4 0.2
-1.4 -0.1 -0.9

Here are the Löwdin charges for atoms 1 to 4, given in e: atom 1 (Cl): 0.793, atom 2 (O): -0.341, atom 3 (O): -0.334, atom 4 (O): -0.342

---

Density functional theory data (ωB97M-V/def2-TZVPD) for a molecular structure, ClH2Li2O.

Values from the calculation:
- LUMO (eV) = -5.09
- energy relative to the best compared isomer or geometry (same formula, charge and spin) (kcal/mol) = 84.9
- total charge = +1
- multiplicity = 1
- highest occupied orbital energy (eV) = -10.49

Geometry (Å):
Li -0.1372 3.7043 3.3445
Li 4.1903 1.2686 -1.0311
Cl 0.0313 2.5122 -0.6310
O -1.2570 -2.7067 -0.2495
H -1.8960 -2.9340 -0.9250
H -0.9314 -1.8444 -0.5078

Atoms 1-3, force components in eV/Å:
-0.1 -0.2 -0.7
-0.6 0.1 -0.1
0.7 0.0 0.7

Here are the Löwdin charges for atoms 1 to 4, given in e: atom 1 (Li): 0.914, atom 2 (Li): 0.931, atom 3 (Cl): -0.842, atom 4 (O): -0.058

---

Density functional theory data (ωB97M-V/def2-TZVPD) for a single ClH2NO2Si molecule.

Values from the calculation:
- LUMO (eV) = -0.65
- energy relative to the best compared isomer or geometry (same formula, charge and spin) (kcal/mol) = 29.5
- total charge = 0
- multiplicity = 1
- highest occupied orbital energy (eV) = -9.83
- SMILES = O=[N+]([O-])[SiH2]Cl

Geometry (Å):
O 0.7008 -1.2010 1.5583
N 0.1745 -0.2017 1.1487
O -0.2562 0.7437 1.7946
Si -0.2605 -0.1037 -0.9238
Cl 0.5510 1.5123 -1.7279
H 0.6141 -1.1675 -1.3856
H -1.5238 0.4179 -0.4643

Atoms 1-3, force components in eV/Å:
0.4 -0.5 0.9
-0.8 1.0 -2.9
0.4 -0.6 0.2

Here are the Löwdin charges for atoms 1 to 4, given in e: atom 1 (O): -0.023, atom 2 (N): -0.507, atom 3 (O): -0.046, atom 4 (Si): 0.360

---

Q: Look up the multiplicity of the eleventh one.
A: 1

---

Q: Which of these has the highest total charge?
A: ClFPt3

---

Q: Which formula does entry 1 have?
A: Cl9Tl